{
  "formula": "C17H21N3PtS2SbSe4",
  "method": "wB97M-V/def2-TZVPD",
  "e_above_lowest_kcal_mol": 62.4,
  "energy_ev": -315281.1824,
  "homo_ha": -0.1167,
  "largest_force_ev_per_a": 1.23,
  "spin_multiplicity": 1,
  "gap_ev": 4.7,
  "charge": -1,
  "species": ["Pt", "Sb", "Se", "Se", "Se", "Se", "S", "S", "N", "N", "N", "C", "C", "C", "C", "C", "C", "C", "C", "C", "C", "C", "C", "C", "C", "C", "C", "C", "H", "H", "H", "H", "H", "H", "H", "H", "H", "H", "H", "H", "H", "H", "H", "H", "H", "H", "H", "H", "H"],
  "coordinates": [[-0.03600, 0.29088, 0.67329], [3.85082, -0.02955, -0.72448], [4.84194, -2.22398, -1.10987], [3.05846, 0.96563, -2.81759], [5.11892, 1.57025, 0.64770], [1.99891, -0.90016, 0.96227], [-1.83568, -3.47624, -2.21309], [-2.58144, -2.63154, 3.98973], [2.21993, 2.74624, 3.32501], [-1.53164, -1.24364, 2.16409], [-1.21619, -1.60941, -0.62439], [0.83421, 2.94028, 2.68417], [1.14914, 4.80175, -0.57804], [-1.03322, -1.99192, -1.86062], [0.41935, 2.55541, -1.04731], [0.81527, 3.20066, 1.21469], [-1.97156, -2.53403, 0.09438], [-1.66848, -1.28750, 3.44403], [-0.17516, -1.29563, -2.87282], [2.85238, 1.43815, 2.86999], [0.79160, 3.81750, -1.49066], [-2.77277, -3.17884, 2.39244], [3.18152, 3.87383, 3.10062], [-2.14398, -2.33734, 1.54761], [-2.40340, -3.59315, -0.61308], [0.43261, 2.19432, 0.30165], [-1.09531, -0.28040, 4.39555], [1.11884, 4.49699, 0.77511], [2.83080, 1.39208, 1.79008], [-1.82842, 0.49368, 4.63626], [0.83156, 4.01323, -2.55527], [-2.99625, -4.44017, -0.28110], [-0.77849, -0.75720, 5.32670], [2.73332, 4.81081, 3.42611], [4.08390, 3.66348, 3.67012], [-3.31300, -4.09291, 2.16297], [1.45588, 5.78954, -0.91183], [-0.04248, -0.25623, -2.60617], [3.89081, 1.40019, 3.18161], [0.31796, 2.01650, 2.87107], [-0.23004, 0.17921, 3.91688], [1.33059, 5.28471, 1.50141], [0.12624, 1.83114, -1.78479], [0.83011, -1.73081, -2.88086], [0.36031, 3.75983, 3.22468], [3.42775, 3.90716, 2.04365], [2.04554, 2.68224, 4.31752], [-0.58928, -1.37383, -3.88383], [2.28282, 0.60366, 3.27247]],
  "forces_ev_per_a": [[-0.47, 0.74, 0.06], [0.47, -0.04, -0.53], [-0.12, 0.17, 0.28], [-0.21, -0.13, 0.33], [0.29, 0.01, -0.42], [-0.35, -0.01, -0.56], [0.03, -0.19, -0.47], [-0.19, -0.19, 0.62], [0.32, -0.11, -0.82], [-0.15, -0.79, -0.88], [-0.26, -0.68, 0.13], [0.41, 0.20, 0.07], [-0.04, -0.03, 0.08], [0.02, 0.23, 0.40], [-0.15, 0.39, -0.14], [0.08, 0.23, -0.12], [0.50, 0.98, 0.30], [0.06, 0.25, 0.32], [-0.09, -0.32, 0.03], [-0.54, 0.31, 0.69], [-0.08, 0.03, 0.15], [-0.38, -0.47, 0.04], [-0.25, -0.18, 0.02], [0.52, 0.73, -0.44], [-0.34, -0.60, -0.17], [1.05, -0.52, 0.38], [0.01, -0.11, -0.03], [-0.09, -0.03, -0.07], [-0.04, 0.27, 0.10], [0.04, -0.03, -0.05], [0.00, -0.01, 0.04], [0.19, 0.25, -0.07], [-0.05, 0.05, -0.10], [-0.06, -0.02, 0.01], [-0.02, -0.03, -0.02], [0.20, 0.27, 0.07], [-0.08, -0.13, 0.04], [0.01, 0.20, 0.09], [-0.02, 0.10, 0.07], [-0.27, -0.43, 0.15], [-0.05, -0.04, -0.02], [0.01, -0.20, -0.12], [0.16, -0.24, -0.16], [-0.08, 0.03, 0.07], [0.09, 0.06, 0.15], [0.04, -0.08, -0.07], [0.01, -0.04, 0.29], [0.02, 0.00, 0.20], [-0.12, 0.16, 0.09]]
}